{
  "formula": "C2H5FSi",
  "method": "ωB97M-V with the def2-TZVPD basis set",
  "symbols": ["C", "C", "F", "Si", "H", "H", "H", "H", "H"],
  "positions_angstrom": [[-0.18805, -1.21745, 1.32260], [-1.13262, -0.84135, 0.50809], [-1.23973, 0.41426, 0.02584], [1.33977, 1.73530, -2.21174], [-0.00067, -2.17793, 1.61722], [0.55185, -0.56179, 1.59311], [-1.72732, -1.61747, 0.07269], [1.10787, 1.02945, -0.96842], [1.28891, 3.23697, -1.95938]],
  "lumo_ev": -0.938,
  "max_force_ha_per_bohr": 0.050,
  "e_above_lowest_kj_mol": 435.0,
  "energy_ev": -12745.9409,
  "e_homo_ev": -8.20,
  "charge": 0,
  "spin_multiplicity": 1
}

=====

{
  "formula": "C16H60N8O14",
  "method": "ωB97M-V with the def2-TZVPD basis set",
  "symbols": ["C", "C", "O", "H", "H", "H", "H", "H", "H", "C", "C", "O", "H", "H", "H", "H", "H", "H", "C", "O", "N", "N", "H", "H", "H", "H", "C", "O", "N", "N", "H", "H", "H", "H", "C", "O", "N", "N", "H", "H", "H", "H", "C", "O", "N", "N", "H", "H", "H", "H", "C", "O", "H", "H", "H", "H", "C", "O", "H", "H", "H", "H", "C", "O", "H", "H", "H", "H", "C", "O", "H", "H", "H", "H", "C", "O", "H", "H", "H", "H", "C", "O", "H", "H", "H", "H", "C", "O", "H", "H", "H", "H", "C", "O", "H", "H", "H", "H"],
  "positions_angstrom": [[2.49060, -2.34599, 4.86370], [1.60871, -2.49736, 3.67590], [1.69717, -3.83737, 3.18813], [2.33429, -3.19427, 5.55825], [2.14972, -1.52204, 5.42854], [3.52722, -2.09658, 4.60029], [1.80005, -1.75069, 2.93594], [0.57525, -2.29945, 3.99542], [0.96523, -3.99820, 2.57149], [4.29734, -0.72470, 1.14974], [3.07525, -0.17037, 0.63860], [3.40222, 0.94726, -0.18131], [4.79157, 0.04247, 1.76609], [5.13222, -1.04428, 0.48917], [4.17385, -1.63876, 1.72435], [2.43904, 0.09259, 1.43315], [2.56043, -0.94494, 0.04599], [3.73809, 1.59582, 0.43396], [-0.29363, -0.38392, 0.59385], [-0.59737, -1.37055, 1.51954], [0.08065, 0.80265, 0.87489], [-0.34770, -0.71036, -0.64017], [0.16713, 1.11677, 1.87580], [-0.06662, 1.58651, 0.19544], [-0.60358, -1.64095, -1.01489], [-0.01499, 0.00949, -1.24936], [-0.01064, 2.24728, -2.02204], [-0.92139, 2.25194, -3.04096], [1.04841, 1.48244, -1.92805], [-0.20713, 2.92504, -0.94154], [1.21892, 0.80821, -2.81337], [1.67849, 1.28385, -1.16194], [-1.10347, 3.47735, -0.87168], [0.67383, 3.30834, -0.54001], [-1.79017, -1.03249, -5.13173], [-1.78041, -2.32926, -5.50251], [-1.76776, 0.00229, -5.99269], [-1.43446, -0.66894, -3.93114], [-1.76890, -0.29131, -7.06736], [-2.24918, 0.93934, -5.94906], [-1.43454, -1.44817, -3.24001], [-1.65490, 0.29905, -3.64395], [1.74962, 0.01980, -4.90283], [3.10746, -0.17160, -5.16516], [1.17233, -0.31106, -3.73800], [0.93006, 0.44365, -5.87847], [1.69221, -0.93830, -3.11640], [0.13295, -0.46356, -3.74095], [1.22466, 0.57168, -6.90228], [-0.12696, 0.35067, -5.84846], [-3.67534, -1.86794, 1.08547], [-4.54793, -2.15695, 0.03228], [-4.15006, -1.90698, 2.05820], [-3.17713, -0.90212, 0.98828], [-2.84379, -2.58770, 0.97726], [-3.98691, -2.64938, -0.62273], [-3.15357, 1.05900, 2.94074], [-3.98320, 2.22382, 2.98004], [-2.41207, 1.13794, 3.69748], [-2.68816, 0.86896, 1.98474], [-3.69929, 0.18609, 3.34559], [-3.67009, 2.73986, 2.17149], [0.19477, 0.53602, 4.56564], [0.74857, 1.16808, 3.42159], [-0.68439, 1.00828, 5.05637], [0.91403, 0.33716, 5.36977], [-0.25873, -0.37687, 4.15995], [1.02677, 2.07357, 3.73397], [-1.30695, 3.89840, 3.15103], [-0.59504, 5.06256, 2.71887], [-0.91884, 3.49451, 4.08305], [-1.15126, 3.12138, 2.41914], [-2.33002, 4.26265, 3.28701], [-0.86068, 5.32521, 1.82016], [1.49604, -3.47823, 0.13829], [0.31371, -4.04617, 0.73183], [2.15610, -2.94009, 0.86292], [1.27722, -2.75363, -0.61214], [2.05173, -4.28405, -0.35722], [-0.20478, -3.33792, 1.13630], [0.01069, -3.69796, -2.94451], [-0.97125, -2.86252, -2.37731], [0.87289, -3.07649, -3.31211], [-0.27497, -4.29668, -3.82891], [0.32061, -4.39722, -2.16249], [-1.74873, -3.30808, -2.03141], [-3.15456, 0.86379, -1.28924], [-3.70297, 1.90565, -2.01313], [-2.90426, 1.23647, -0.37448], [-2.15783, 0.46033, -1.73543], [-3.80456, -0.01628, -1.16994], [-3.63359, 1.70104, -2.93817], [2.12748, 3.82117, 1.24314], [2.20342, 4.10418, -0.20660], [2.77128, 2.96247, 1.48802], [1.08306, 3.71545, 1.62881], [2.50453, 4.69736, 1.78553], [3.11691, 4.19288, -0.48904]],
  "lumo_ev": -0.089,
  "max_force_ha_per_bohr": 0.183,
  "e_above_lowest_kj_mol": 1070.8,
  "energy_ev": -58145.1063,
  "e_homo_ev": -9.12,
  "charge": 0,
  "spin_multiplicity": 1
}

=====

{
  "formula": "C9H3Cl5NO2TeZr",
  "method": "ωB97M-V with the def2-TZVPD basis set",
  "symbols": ["Zr", "Cl", "C", "C", "C", "Cl", "C", "O", "C", "C", "O", "C", "H", "H", "H", "Cl", "C", "Cl", "Cl", "C", "N", "Te"],
  "positions_angstrom": [[0.17834, 0.45132, 2.06667], [-0.63921, -1.24438, -4.99711], [-0.29458, -0.57711, -3.45381], [0.00058, 0.82354, -3.39337], [0.28720, 1.45792, -2.22944], [0.62877, 3.13163, -2.16214], [0.30111, 0.72920, -0.99603], [0.53972, 1.29263, 0.10728], [-0.01593, -0.70959, -1.06137], [0.43718, -1.56057, 0.03113], [1.10566, -1.13072, 1.03459], [-0.29925, -1.33528, -2.34462], [-0.01903, 1.38389, -4.31940], [0.36358, -2.63735, -0.12482], [-0.50498, -2.39727, -2.38038], [0.77933, 0.92838, 5.80166], [0.02807, 0.16193, 4.49564], [0.55258, -1.44909, 4.01829], [1.62157, 2.18228, 2.69023], [-1.20286, 0.48188, 3.97914], [-1.91030, 0.75652, 3.06524], [-1.93755, -0.73977, 0.17262]],
  "lumo_ev": -5.630,
  "max_force_ha_per_bohr": 0.008,
  "e_above_lowest_kj_mol": 26.7,
  "energy_ev": -86146.7980,
  "e_homo_ev": -12.64,
  "charge": 1,
  "spin_multiplicity": 1
}

=====

{
  "formula": "C5H34N2O11",
  "method": "ωB97M-V with the def2-TZVPD basis set",
  "symbols": ["N", "C", "C", "N", "C", "C", "C", "O", "H", "H", "H", "H", "H", "H", "H", "H", "H", "H", "H", "H", "H", "H", "H", "H", "O", "H", "H", "O", "H", "H", "O", "H", "H", "O", "H", "H", "O", "H", "H", "O", "H", "H", "O", "H", "H", "O", "H", "H", "O", "H", "H", "O"],
  "positions_angstrom": [[-2.13233, 0.67860, -1.37497], [-2.19382, 1.48304, -0.11991], [-2.01511, 0.50069, 1.04219], [-0.57679, 0.20465, 1.54734], [-1.07627, -1.12205, 3.57955], [-0.39275, -1.09260, 2.23836], [1.14941, -1.14430, 2.37236], [1.64438, -0.07721, 3.22063], [-1.18027, 0.46014, -1.66566], [-2.65789, 1.05656, -2.18601], [0.11670, 0.32848, 0.78761], [-1.67513, 2.44218, -0.21595], [-3.18820, 1.96813, -0.00455], [-2.52990, -0.35071, 0.68818], [-2.64599, 0.84867, 1.91988], [1.09966, 0.80207, 3.26845], [-0.89390, -0.13483, 4.17844], [-2.20836, -1.24335, 3.51924], [-0.77197, -2.07616, 4.13175], [-0.87991, -1.80304, 1.54922], [1.60386, -1.12796, 1.43381], [1.48722, -1.89040, 3.07076], [-1.55154, -0.75538, -4.00862], [-0.16160, -0.52347, -3.29508], [-0.67173, -0.46687, -4.07667], [1.31040, 2.43910, 0.13614], [2.23901, 3.12690, 1.11879], [1.99427, 2.30346, 0.72540], [-3.04137, -1.99393, -2.13249], [-3.22663, -2.32054, -0.74227], [-3.01395, -2.86565, -1.60672], [2.84479, -1.15720, 0.47895], [3.67178, 0.21723, 0.37949], [3.79270, -0.70316, 0.39423], [-0.01470, -3.95861, -0.60479], [-0.60978, -3.37365, 0.40531], [0.33444, -3.76525, 0.19280], [0.47614, 1.14998, -4.06371], [1.67475, 0.51064, -3.48795], [1.32918, 1.37418, -3.87915], [0.46756, 1.97450, -2.34286], [-0.52020, 3.27692, -2.10637], [0.17714, 2.70136, -1.77880], [1.64243, -0.98922, -1.87553], [0.34394, -1.40106, -1.11657], [0.60317, -0.80824, -1.84442], [3.20556, 0.09677, -2.13453], [4.03205, -1.20644, -1.44059], [3.11314, -0.87308, -1.99629], [0.29292, 3.04326, 3.19433], [-0.40832, 2.89008, 1.89727], [-0.40817, 3.34677, 2.62996]],
  "lumo_ev": 0.040,
  "smiles": "C[C@H](CO)NCCN.O.O.O.O.O.O.O.O.O.O",
  "max_force_ha_per_bohr": 0.144,
  "e_above_lowest_kj_mol": 612.3,
  "energy_ev": -31235.3221,
  "e_homo_ev": -9.18,
  "charge": 0,
  "spin_multiplicity": 1
}